Record 1
{"formula": "C23H44N3O2P2Sm", "method": "the ωB97M-V functional and the def2-TZVPD basis", "spin_multiplicity": 6, "e_above_lowest_kcal_mol": 63.2, "total_charge": 2, "homo_lumo_gap_ha": [0.2540, 0.2575], "max_force_ev_per_a": 5.56, "species": ["Sm", "P", "P", "N", "C", "H", "H", "C", "H", "H", "C", "H", "H", "C", "H", "H", "C", "C", "H", "H", "H", "C", "C", "H", "H", "H", "C", "C", "H", "H", "H", "C", "C", "H", "H", "H", "C", "C", "H", "H", "H", "C", "H", "H", "H", "C", "H", "H", "H", "C", "H", "H", "H", "H", "H", "H", "H", "O", "H", "H", "N", "C", "O", "C", "C", "C", "C", "N", "C", "H", "H", "H", "H", "H", "H"], "xyz": [[-0.275, -0.345, -0.169], [0.255, 0.875, -2.402], [0.269, -1.463, 2.156], [1.549, -1.668, -0.934], [0.784, -0.762, -3.134], [0.083, -0.982, -3.960], [1.787, -0.569, -3.550], [0.893, -1.998, -2.210], [-0.108, -2.453, -2.036], [1.499, -2.781, -2.701], [1.825, -2.735, 0.078], [2.755, -2.440, 0.593], [1.973, -3.689, -0.461], [0.676, -2.930, 1.131], [0.993, -3.649, 1.904], [-0.256, -3.318, 0.663], [-1.289, -1.630, 3.133], [-2.604, -1.193, 2.446], [-2.943, -1.929, 1.702], [-2.557, -0.202, 1.953], [-3.396, -1.095, 3.210], [1.691, -0.853, 3.077], [1.460, 0.570, 3.643], [2.400, 1.133, 3.556], [1.181, 0.507, 4.706], [0.707, 1.154, 3.086], [1.492, 2.155, -2.642], [0.857, 3.530, -2.349], [1.680, 4.241, -2.207], [0.248, 3.539, -1.424], [0.238, 3.836, -3.206], [-1.433, 1.240, -3.088], [-2.200, 2.338, -2.326], [-3.250, 2.297, -2.653], [-1.783, 3.338, -2.527], [-2.206, 2.199, -1.233], [-0.758, 1.835, 0.897], [1.943, -1.965, 4.109], [1.144, -2.739, 4.155], [2.876, -2.483, 3.849], [2.049, -1.501, 5.098], [1.974, 1.908, -4.082], [2.008, 2.873, -4.598], [2.959, 1.407, -4.057], [1.304, 1.243, -4.666], [-1.196, 1.545, -4.564], [-2.170, 1.727, -5.033], [-0.563, 2.447, -4.679], [-0.723, 0.684, -5.072], [-1.082, -0.847, 4.435], [-0.950, 0.229, 4.217], [-1.973, -0.982, 5.060], [-0.192, -1.223, 4.968], [-1.297, -2.732, 3.257], [-1.995, 0.291, -2.965], [2.492, -0.803, 2.313], [2.256, 1.912, -1.876], [-1.095, 2.829, 1.403], [2.307, -0.972, -1.003], [1.521, 0.830, 0.460], [-7.018, -0.040, -0.624], [-5.750, 0.403, -0.480], [-5.454, 1.576, -0.201], [-4.700, -0.630, -0.685], [-4.883, -1.981, -1.050], [-3.791, -2.845, -1.146], [-2.491, -2.378, -0.902], [-2.353, -1.035, -0.675], [-3.395, -0.172, -0.465], [-7.756, 0.649, -0.480], [-7.303, -0.972, -0.834], [-5.875, -2.343, -1.250], [-3.866, -3.897, -1.417], [-1.581, -2.977, -0.901], [-3.132, 0.815, -0.093]], "forces_ev_per_a": [[1.29, -0.05, 0.63], [-0.63, 0.13, 1.41], [-0.62, 2.71, -0.96], [0.23, 0.46, 0.69], [0.22, 0.25, -0.52], [0.52, -0.10, 0.20], [-0.41, -0.21, -0.06], [0.56, -0.43, -0.07], [0.53, 0.28, 0.04], [-0.49, 0.23, -0.15], [-0.21, 0.12, -0.27], [-0.41, -0.33, -0.22], [0.11, 0.31, 0.41], [0.34, -0.55, 0.46], [0.01, -0.46, -0.69], [0.52, 0.08, 0.36], [0.37, -1.02, 0.05], [0.03, -0.06, -0.07], [0.06, 0.21, 0.26], [0.24, -0.35, 0.37], [0.36, -0.18, -0.26], [-0.28, -0.73, 0.04], [0.44, 0.06, 0.06], [-0.26, -0.16, 0.14], [0.12, 0.21, -0.52], [0.31, -0.34, 0.25], [-0.33, -0.67, -0.43], [0.36, -0.09, -0.01], [-0.33, 0.02, -0.14], [0.35, -0.06, -0.47], [0.24, 0.10, 0.41], [0.84, -0.10, -0.16], [0.01, 0.03, -0.22], [0.30, 0.24, 0.09], [-0.36, -0.45, 0.04], [0.12, 0.07, -0.44], [-1.55, 4.73, 2.48], [0.93, -0.15, 0.52], [0.52, 0.52, 0.12], [-0.18, 0.01, 0.37], [0.12, -0.48, -0.09], [0.73, 0.32, -0.40], [0.43, -0.30, -0.18], [-0.32, 0.55, -0.29], [0.50, 0.60, 0.29], [-0.81, 0.21, -0.37], [0.26, 0.06, -0.22], [-0.46, -0.55, -0.08], [-0.23, 0.51, 0.07], [-0.04, -0.27, 0.19], [-0.23, -0.60, 0.21], [0.30, 0.10, -0.03], [-0.65, 0.35, -0.04], [-0.59, 0.44, 0.70], [0.33, 0.29, -0.22], [-0.37, -0.04, 0.45], [-0.32, 0.27, -0.48], [1.61, -3.89, -2.00], [-0.37, -0.69, -0.14], [-0.59, -0.05, -0.23], [-0.27, 1.34, 0.30], [-0.87, 1.39, 0.29], [-0.23, -2.08, -0.47], [1.30, -0.14, 0.19], [0.78, 0.83, 0.17], [1.05, -0.58, 0.10], [-2.23, 2.30, -0.30], [-1.90, -0.84, 0.35], [0.46, -2.60, -0.86], [0.29, -0.34, -0.09], [0.07, -0.30, -0.04], [-0.15, -0.27, -0.09], [-0.48, 0.22, 0.13], [-0.49, -0.02, -0.19], [-0.49, -0.06, -0.35]]}

Record 2
{"formula": "C22H21NO8", "method": "the ωB97M-V functional and the def2-TZVPD basis", "spin_multiplicity": 1, "smiles": "CCOC(=O)c1oc2cc(OCC(N)=O)ccc2c(=O)c1-c1ccc(OC)c(OC)c1", "homo_lumo_gap_ha": 0.2890, "max_force_ev_per_a": 0.92, "species": ["C", "C", "O", "C", "O", "C", "O", "C", "C", "C", "O", "C", "C", "N", "O", "C", "C", "C", "C", "O", "C", "C", "C", "C", "C", "O", "C", "C", "O", "C", "C", "H", "H", "H", "H", "H", "H", "H", "H", "H", "H", "H", "H", "H", "H", "H", "H", "H", "H", "H", "H", "H"], "xyz": [[3.882, 2.419, 1.625], [2.639, 3.189, 1.218], [1.582, 2.253, 0.984], [0.724, 2.518, 0.006], [0.689, 3.532, -0.638], [-0.234, 1.367, -0.173], [-1.517, 1.777, -0.174], [-2.488, 0.850, -0.343], [-3.801, 1.301, -0.391], [-4.842, 0.396, -0.555], [-6.089, 0.938, -0.589], [-7.188, 0.095, -0.863], [-7.547, -0.857, 0.287], [-7.208, -0.384, 1.500], [-8.101, -1.914, 0.100], [-4.566, -0.972, -0.660], [-3.264, -1.408, -0.609], [-2.200, -0.516, -0.452], [-0.815, -1.001, -0.403], [-0.526, -2.184, -0.434], [0.182, 0.084, -0.314], [1.607, -0.246, -0.430], [2.426, 0.469, -1.291], [3.769, 0.149, -1.410], [4.315, -0.895, -0.680], [5.618, -1.283, -0.719], [6.496, -0.597, -1.576], [3.479, -1.644, 0.181], [4.087, -2.661, 0.847], [3.288, -3.499, 1.647], [2.143, -1.310, 0.295], [3.689, 1.850, 2.529], [4.167, 1.726, 0.837], [4.697, 3.114, 1.808], [2.803, 3.768, 0.303], [2.319, 3.872, 2.013], [-4.009, 2.355, -0.312], [-7.038, -0.487, -1.778], [-8.036, 0.770, -1.018], [-6.753, 0.508, 1.599], [-7.409, -0.931, 2.320], [-5.362, -1.691, -0.771], [-3.028, -2.458, -0.688], [2.017, 1.270, -1.889], [4.382, 0.720, -2.089], [6.184, -0.678, -2.623], [6.582, 0.461, -1.304], [7.464, -1.079, -1.452], [3.956, -4.278, 2.013], [2.479, -3.955, 1.068], [2.864, -2.958, 2.499], [1.493, -1.867, 0.948]], "forces_ev_per_a": [[-0.44, 0.01, -0.09], [0.47, 0.38, -0.09], [-0.18, -0.21, 0.22], [-0.11, 0.29, 0.07], [-0.15, -0.12, -0.04], [0.35, -0.74, -0.01], [0.13, 0.32, -0.03], [-0.49, -0.77, -0.08], [-0.01, 0.06, 0.00], [0.57, 0.07, 0.04], [0.09, 0.20, 0.09], [-0.28, -0.28, -0.19], [0.25, 0.38, -0.15], [0.07, 0.18, 0.40], [-0.20, -0.28, -0.21], [-0.25, -0.02, -0.04], [0.11, 0.22, 0.02], [-0.11, 0.18, 0.02], [-0.16, 0.13, 0.01], [-0.03, 0.10, -0.02], [-0.21, 0.45, 0.05], [0.35, 0.06, -0.30], [-0.27, -0.26, 0.13], [0.32, -0.11, 0.01], [0.03, -0.07, 0.07], [-0.38, -0.14, 0.20], [0.13, 0.13, -0.15], [0.15, 0.06, -0.01], [0.13, 0.28, -0.27], [-0.14, -0.13, 0.14], [0.20, -0.06, 0.10], [0.05, -0.07, 0.12], [0.07, -0.05, -0.05], [0.10, 0.07, 0.03], [-0.04, -0.06, 0.19], [-0.02, -0.06, -0.16], [-0.04, 0.15, 0.01], [-0.01, 0.02, 0.17], [0.10, -0.13, 0.00], [0.01, -0.06, -0.01], [-0.01, -0.02, -0.06], [-0.09, -0.09, -0.03], [0.02, -0.09, 0.00], [-0.04, 0.07, -0.10], [0.11, 0.01, -0.05], [0.00, 0.02, 0.04], [-0.02, -0.04, -0.02], [-0.05, 0.07, -0.04], [-0.09, 0.04, 0.00], [0.02, 0.03, 0.02], [0.00, -0.02, -0.04], [-0.01, -0.11, 0.05]]}

Record 3
{"formula": "C17H22N4O2S", "method": "the ωB97M-V functional and the def2-TZVPD basis", "spin_multiplicity": 1, "e_above_lowest_kcal_mol": 45.3, "smiles": "COc1ccc(N2CCN(CC(=O)Nc3ncc(C)s3)CC2)cc1", "homo_lumo_gap_ha": 0.2811, "max_force_ev_per_a": 1.13, "species": ["C", "O", "C", "C", "C", "C", "N", "C", "C", "N", "C", "C", "O", "N", "C", "N", "C", "C", "C", "S", "C", "C", "C", "C", "H", "H", "H", "H", "H", "H", "H", "H", "H", "H", "H", "H", "H", "H", "H", "H", "H", "H", "H", "H", "H", "H"], "xyz": [[5.964, -3.277, -0.362], [5.267, -2.161, 0.130], [4.214, -1.683, -0.604], [3.772, -2.203, -1.813], [2.691, -1.638, -2.464], [1.996, -0.547, -1.937], [0.947, 0.024, -2.659], [-0.056, -0.841, -3.247], [-1.145, -1.186, -2.225], [-1.762, 0.041, -1.754], [-2.967, -0.160, -0.965], [-2.703, -1.011, 0.262], [-2.652, -2.221, 0.239], [-2.396, -0.373, 1.451], [-2.444, 0.941, 1.818], [-2.853, 1.942, 1.126], [-2.754, 3.108, 1.814], [-2.258, 3.029, 3.074], [-2.031, 4.113, 4.061], [-1.881, 1.366, 3.439], [-0.779, 0.907, -1.132], [0.305, 1.223, -2.169], [2.465, -0.026, -0.726], [3.549, -0.579, -0.078], [5.311, -4.151, -0.460], [6.739, -3.489, 0.373], [6.433, -3.066, -1.329], [4.264, -3.048, -2.270], [2.398, -2.055, -3.415], [0.395, -1.760, -3.617], [-0.508, -0.307, -4.088], [-1.914, -1.804, -2.693], [-0.689, -1.767, -1.405], [-3.687, -0.694, -1.591], [-3.362, 0.816, -0.683], [-2.134, -1.018, 2.191], [-3.071, 4.012, 1.328], [-2.313, 5.069, 3.627], [-2.623, 3.945, 4.960], [-0.982, 4.153, 4.353], [-1.275, 1.826, -0.817], [-0.312, 0.436, -0.248], [1.048, 1.909, -1.765], [-0.174, 1.704, -3.028], [1.986, 0.823, -0.265], [3.895, -0.168, 0.857]], "forces_ev_per_a": [[0.09, -0.15, -0.07], [-0.20, 0.25, 0.05], [-0.06, 0.14, 0.08], [0.24, -0.15, 0.21], [-0.20, 0.11, 0.04], [0.38, -0.16, 0.04], [-0.08, 0.27, -0.32], [-0.27, -0.31, 0.13], [0.19, -0.06, -0.34], [-0.09, -0.04, 0.02], [-0.16, 0.06, -0.32], [0.00, -0.05, -0.10], [-0.09, -0.09, -0.09], [0.18, -0.66, 0.48], [0.18, 0.75, 0.81], [-0.23, -0.65, -0.57], [0.30, 0.24, 0.81], [-0.08, -0.13, -0.27], [0.05, -0.06, 0.15], [-0.26, 0.21, -0.68], [0.21, 0.37, -0.22], [-0.08, 0.07, 0.34], [-0.12, 0.02, -0.07], [0.27, -0.27, -0.03], [0.02, 0.03, -0.01], [-0.03, -0.03, -0.09], [-0.03, -0.02, 0.03], [0.07, -0.07, -0.02], [-0.02, 0.00, -0.09], [-0.02, 0.05, -0.05], [0.00, -0.10, -0.01], [0.01, -0.06, 0.04], [-0.06, -0.01, -0.05], [0.02, -0.02, 0.18], [-0.02, -0.20, -0.10], [-0.08, 0.01, -0.28], [-0.03, 0.26, 0.02], [0.00, 0.06, 0.02], [-0.02, 0.11, 0.07], [0.03, 0.12, 0.05], [0.07, -0.06, 0.02], [-0.03, 0.04, 0.00], [-0.02, 0.02, -0.03], [0.02, 0.05, 0.09], [-0.08, 0.05, 0.02], [0.04, 0.05, 0.11]]}